{"formula": "C53H95F3N11O10S", "method": "ωB97M-V/def2-TZVPD", "homo_energy_ha": -0.3838, "total_energy_ha": -4128.77298, "total_charge": 1, "gap_ev": 6.5, "e_above_lowest_ev": 0.000, "species": ["C", "C", "C", "C", "C", "C", "C", "C", "C", "C", "C", "C", "C", "C", "C", "C", "C", "C", "C", "C", "C", "C", "S", "C", "N", "N", "C", "O", "C", "C", "F", "F", "F", "C", "C", "C", "C", "O", "N", "O", "N", "C", "C", "H", "H", "H", "H", "H", "H", "H", "H", "H", "H", "H", "H", "H", "H", "H", "H", "H", "H", "H", "H", "H", "H", "H", "H", "H", "H", "H", "H", "H", "H", "H", "H", "H", "H", "H", "H", "H", "H", "H", "H", "H", "H", "H", "H", "H", "H", "C", "C", "O", "N", "C", "H", "H", "H", "H", "H", "H", "H", "C", "C", "O", "N", "C", "H", "H", "H", "H", "H", "H", "H", "C", "C", "O", "N", "C", "H", "H", "H", "H", "H", "H", "H", "C", "C", "O", "N", "C", "H", "H", "H", "H", "H", "H", "H", "C", "C", "O", "N", "C", "H", "H", "H", "H", "H", "H", "H", "C", "C", "O", "N", "C", "H", "H", "H", "H", "H", "H", "H", "C", "C", "O", "N", "C", "H", "H", "H", "H", "H", "H", "H"], "positions_angstrom": [[10.539, -4.839, -2.260], [9.345, -3.885, -2.410], [9.623, -2.476, -1.903], [9.320, -2.312, -0.407], [8.167, -1.352, -0.163], [6.841, -1.816, -0.732], [5.894, -0.661, -1.042], [4.972, -0.304, 0.127], [3.518, -0.607, -0.139], [2.585, 0.210, 0.721], [1.125, -0.163, 0.523], [0.436, 0.758, -0.442], [-1.008, 0.394, -0.674], [-1.824, 0.455, 0.599], [-3.321, 0.562, 0.409], [-3.949, -0.531, -0.390], [-3.324, -1.717, -0.548], [-3.838, -2.782, -1.262], [-2.928, -3.979, -1.169], [-3.427, -5.119, -0.241], [-4.393, -4.655, 0.816], [-4.755, -5.696, 1.854], [-3.387, -6.347, 2.819], [-2.714, -4.794, 3.187], [-3.044, -3.961, 4.106], [-2.204, -2.847, 3.972], [-1.433, -3.132, 2.976], [-1.701, -4.327, 2.408], [-5.063, -2.673, -1.894], [-5.566, -3.808, -2.749], [-5.975, -3.349, -3.924], [-6.585, -4.434, -2.165], [-4.643, -4.723, -3.004], [-5.838, -1.479, -1.722], [-7.184, -1.243, -2.212], [-8.075, -2.197, -2.942], [-7.756, -0.014, -1.973], [-8.999, 0.308, -2.384], [-9.033, 1.601, -3.154], [-10.088, 2.010, -3.227], [-7.122, 0.956, -1.275], [-5.919, 0.767, -0.779], [-5.243, -0.414, -0.975], [10.359, -5.584, -1.505], [11.418, -4.288, -1.983], [10.752, -5.352, -3.184], [8.522, -4.286, -1.845], [9.024, -3.847, -3.438], [8.963, -1.821, -2.449], [10.650, -2.222, -2.105], [9.054, -3.243, 0.035], [10.184, -1.911, 0.096], [8.429, -0.410, -0.627], [8.081, -1.166, 0.897], [6.383, -2.485, -0.015], [7.007, -2.380, -1.634], [5.314, -0.895, -1.919], [6.492, 0.205, -1.278], [5.289, -0.881, 0.981], [5.090, 0.735, 0.402], [3.336, -0.369, -1.182], [3.358, -1.665, 0.009], [2.871, 0.080, 1.755], [2.752, 1.241, 0.464], [0.639, -0.111, 1.488], [1.083, -1.184, 0.165], [0.556, 1.789, -0.149], [0.938, 0.654, -1.394], [-1.028, -0.580, -1.139], [-1.447, 1.083, -1.386], [-1.599, -0.375, 1.248], [-1.520, 1.339, 1.138], [-3.522, 1.538, 0.002], [-3.778, 0.532, 1.394], [-2.375, -1.842, -0.087], [-2.006, -3.647, -0.724], [-2.679, -4.357, -2.134], [-2.549, -5.488, 0.255], [-3.842, -5.948, -0.789], [-3.957, -3.828, 1.354], [-5.326, -4.349, 0.382], [-5.284, -6.515, 1.399], [-5.457, -5.226, 2.521], [-0.651, -2.534, 2.568], [-8.140, -3.157, -2.479], [-7.792, -2.280, -3.969], [-9.070, -1.810, -2.956], [-7.593, 1.825, -1.089], [-5.500, 1.566, -0.220], [-12.815, 6.811, -4.376], [-11.454, 7.306, -3.942], [-11.191, 8.488, -3.848], [-10.509, 6.361, -3.652], [-10.632, 4.920, -3.702], [-13.443, 7.674, -4.566], [-12.742, 6.220, -5.289], [-13.276, 6.204, -3.596], [-9.626, 6.757, -3.372], [-10.442, 4.496, -2.714], [-9.908, 4.507, -4.407], [-11.628, 4.630, -4.017], [2.925, 5.070, -2.258], [3.027, 3.608, -1.893], [3.255, 3.241, -0.752], [2.863, 2.700, -2.891], [2.593, 2.943, -4.295], [3.082, 5.657, -1.359], [3.685, 5.339, -2.991], [1.936, 5.299, -2.658], [2.958, 1.745, -2.582], [1.653, 2.473, -4.591], [3.392, 2.530, -4.913], [2.523, 4.007, -4.489], [8.252, 3.017, -4.262], [7.968, 2.770, -2.798], [7.131, 1.960, -2.430], [8.684, 3.485, -1.894], [9.712, 4.479, -2.142], [7.605, 2.373, -4.846], [8.052, 4.056, -4.527], [9.290, 2.785, -4.501], [8.448, 3.273, -0.938], [10.656, 4.172, -1.689], [9.424, 5.440, -1.714], [9.867, 4.608, -3.207], [-5.053, 2.475, 3.742], [-3.829, 1.825, 4.349], [-2.752, 1.808, 3.767], [-3.972, 1.261, 5.569], [-5.167, 1.182, 6.391], [-4.773, 2.881, 2.774], [-5.851, 1.744, 3.615], [-5.413, 3.289, 4.371], [-3.124, 0.848, 5.923], [-5.000, 1.678, 7.348], [-5.426, 0.141, 6.578], [-6.004, 1.656, 5.893], [9.476, -6.311, 1.591], [9.153, -5.033, 2.330], [8.340, -4.229, 1.902], [9.808, -4.806, 3.498], [10.800, -5.641, 4.151], [8.876, -6.340, 0.687], [10.531, -6.344, 1.316], [9.240, -7.184, 2.200], [9.551, -3.938, 3.940], [10.457, -5.933, 5.145], [11.741, -5.100, 4.260], [10.983, -6.537, 3.571], [-5.880, -2.545, 3.917], [-7.017, -2.179, 2.995], [-6.983, -1.191, 2.269], [-8.094, -3.003, 2.985], [-8.306, -4.211, 3.766], [-5.093, -1.804, 3.820], [-6.208, -2.575, 4.956], [-5.475, -3.517, 3.646], [-8.821, -2.711, 2.353], [-8.453, -5.069, 3.108], [-9.192, -4.107, 4.393], [-7.451, -4.405, 4.404], [1.174, 8.327, 2.006], [2.619, 8.376, 1.562], [3.022, 9.207, 0.766], [3.466, 7.450, 2.084], [3.172, 6.388, 3.030], [0.640, 9.125, 1.500], [0.719, 7.372, 1.742], [1.092, 8.474, 3.083], [4.411, 7.539, 1.747], [3.773, 6.506, 3.933], [3.401, 5.415, 2.592], [2.124, 6.406, 3.306]], "forces_ev_per_angstrom": [[-0.5, 0.2, -0.2], [0.5, -0.2, 0.2], [-0.6, -0.6, 0.4], [-0.1, 0.7, -0.5], [0.3, 0.0, -0.2], [-0.1, 0.3, 0.1], [0.3, 0.0, 0.6], [0.3, -0.1, -0.2], [0.2, 0.4, 0.0], [0.1, -0.5, 0.0], [0.4, 0.4, 0.5], [0.0, -0.4, -0.6], [-0.1, 0.3, 0.1], [0.0, 0.0, -0.1], [0.1, -0.3, 0.3], [-0.1, 0.1, -0.2], [-0.1, 1.0, 0.6], [0.0, -0.7, -0.2], [-0.4, -0.5, 0.3], [0.0, 0.4, -0.3], [0.3, -0.5, 0.3], [-0.4, 0.3, -0.3], [0.1, -0.4, 0.1], [0.2, 0.1, 0.2], [0.1, 0.2, 0.2], [0.1, -0.6, -0.5], [-0.7, 0.0, 0.4], [0.4, 0.3, 0.2], [-0.1, 0.2, 0.1], [0.5, 0.7, 0.5], [0.0, 0.0, -0.9], [-0.5, -0.8, 0.4], [0.3, -0.5, -0.1], [-0.4, -0.1, -0.2], [0.2, 0.2, 0.2], [-0.3, 0.5, 0.1], [0.1, -0.3, -0.4], [-0.6, -0.3, 0.5], [0.8, 0.6, -0.3], [-0.4, -0.4, 0.0], [0.1, 0.0, 0.1], [0.0, -0.1, 0.0], [0.2, -0.3, 0.0], [0.0, -0.4, 0.4], [0.6, 0.2, 0.2], [0.1, -0.3, -0.3], [-0.6, -0.2, 0.1], [-0.1, 0.0, -0.5], [0.0, 0.6, -0.3], [0.4, 0.3, -0.3], [0.1, -0.8, 0.4], [0.5, 0.0, 0.4], [0.1, 0.5, -0.2], [-0.1, 0.1, 0.5], [-0.2, -0.4, 0.1], [0.2, -0.3, -0.4], [-0.4, -0.1, -0.4], [0.1, 0.2, -0.3], [0.1, -0.1, 0.6], [-0.1, 0.4, 0.0], [-0.3, -0.1, -0.4], [-0.2, -0.5, -0.1], [0.1, 0.0, 0.5], [0.0, 0.6, 0.1], [-0.3, -0.1, 0.3], [-0.3, -0.5, -0.1], [0.0, 0.4, 0.3], [0.3, 0.2, -0.4], [-0.1, -0.4, -0.2], [-0.1, 0.3, -0.4], [0.1, -0.4, 0.4], [0.1, 0.3, 0.4], [-0.2, 0.4, -0.4], [-0.2, 0.2, 0.3], [0.6, -0.1, 0.3], [0.4, 0.3, 0.0], [0.2, -0.3, -0.6], [0.4, -0.4, 0.2], [-0.3, -0.3, -0.4], [0.0, 0.7, 0.1], [-0.5, 0.4, -0.3], [0.0, -0.6, -0.1], [-0.3, 0.0, 0.5], [0.4, 0.2, -0.2], [0.1, -0.4, 0.1], [0.2, -0.2, -0.5], [-0.6, 0.3, 0.1], [-0.2, 0.1, 0.0], [0.2, 0.5, 0.3], [0.0, 0.0, 0.0], [0.0, 0.0, 0.0], [0.0, 0.0, 0.0], [-0.1, -0.1, 0.0], [0.3, 0.4, 0.1], [0.0, 0.1, 0.0], [0.0, -0.1, 0.0], [0.0, -0.1, 0.0], [0.0, 0.0, 0.0], [-0.1, -0.1, 0.0], [-0.1, -0.1, 0.0], [0.0, 0.0, 0.0], [0.0, 0.0, 0.1], [0.1, 0.0, 0.0], [-0.1, 0.0, 0.1], [-0.1, 0.1, 0.0], [0.1, -0.2, 0.2], [0.0, 0.0, 0.0], [-0.1, 0.0, -0.1], [0.0, 0.1, -0.1], [0.1, 0.0, 0.0], [0.0, 0.1, 0.0], [0.0, 0.1, 0.0], [0.0, 0.0, 0.0], [-0.1, 0.0, 0.0], [0.0, 0.0, 0.0], [0.0, 0.2, -0.1], [0.1, 0.1, -0.1], [-0.1, -0.1, 0.2], [0.0, 0.0, 0.0], [0.1, 0.0, 0.0], [0.0, 0.1, 0.0], [0.0, 0.0, 0.0], [0.0, 0.0, -0.1], [0.0, 0.0, -0.1], [0.0, 0.0, 0.0], [0.1, 0.0, -0.1], [0.2, 0.1, -0.2], [-0.2, 0.0, -0.1], [-0.1, -0.1, 0.1], [0.3, 0.0, 0.0], [0.0, 0.0, 0.0], [-0.1, 0.0, 0.0], [-0.1, 0.0, 0.0], [0.0, 0.0, 0.0], [-0.1, 0.0, 0.0], [-0.1, 0.0, 0.0], [0.0, 0.1, 0.0], [0.0, 0.0, 0.0], [0.0, 0.0, 0.0], [-0.1, -0.1, 0.1], [0.1, -0.1, 0.0], [-0.1, 0.3, 0.0], [0.0, 0.0, 0.0], [0.0, -0.1, 0.0], [0.1, 0.0, 0.0], [0.0, 0.0, 0.0], [0.0, -0.1, 0.0], [0.0, -0.1, 0.0], [0.0, 0.0, 0.0], [-0.1, 0.2, -0.2], [0.0, -0.1, 0.1], [0.1, 0.1, -0.2], [0.1, -0.1, 0.0], [-0.2, 0.1, -0.2], [0.0, 0.0, 0.0], [0.0, -0.1, 0.0], [0.0, 0.0, 0.2], [0.0, 0.0, 0.0], [0.0, 0.0, 0.0], [0.0, 0.0, 0.1], [0.0, 0.0, 0.0], [0.0, 0.0, 0.0], [0.1, 0.0, -0.1], [-0.1, 0.0, 0.0], [-0.1, -0.1, 0.1], [0.3, 0.1, -0.2], [0.0, 0.0, 0.0], [0.0, 0.0, 0.1], [0.0, -0.1, 0.0], [0.0, 0.0, 0.0], [-0.1, 0.0, 0.1], [-0.1, 0.0, 0.0], [0.0, 0.0, 0.0]], "lowdin_charge": [-0.089, -0.254, -0.209, -0.203, -0.208, -0.198, -0.191, -0.197, -0.223, -0.208, -0.212, -0.215, -0.204, -0.200, -0.131, -0.101, 0.025, -0.103, -0.095, -0.160, -0.254, -0.456, 1.021, -0.716, 0.070, 0.086, -0.169, 0.026, 0.020, -0.604, 0.158, 0.152, 0.172, 0.034, -0.045, 0.002, -0.257, -0.006, 0.073, 0.153, 0.192, 0.049, -0.054, 0.046, 0.061, 0.062, 0.091, 0.095, 0.096, 0.098, 0.065, 0.104, 0.102, 0.110, 0.110, 0.095, 0.100, 0.062, 0.106, 0.111, 0.099, 0.114, 0.115, 0.082, 0.101, 0.111, 0.120, 0.107, 0.102, 0.119, 0.095, 0.123, 0.116, 0.128, 0.106, 0.110, 0.116, 0.090, 0.118, 0.100, 0.113, 0.087, 0.048, 0.125, 0.085, 0.096, 0.082, 0.179, 0.140, -0.010, -0.549, 0.049, 0.003, -0.105, 0.084, 0.084, 0.084, 0.137, 0.066, 0.077, 0.075, -0.004, -0.543, 0.029, 0.018, -0.073, 0.077, 0.086, 0.084, 0.124, 0.080, 0.084, 0.070, -0.009, -0.541, 0.027, 0.012, -0.075, 0.080, 0.083, 0.085, 0.141, 0.084, 0.083, 0.070, -0.011, -0.555, 0.020, 0.017, -0.066, 0.073, 0.076, 0.087, 0.144, 0.087, 0.079, 0.070, -0.009, -0.542, 0.024, 0.010, -0.075, 0.078, 0.084, 0.084, 0.139, 0.083, 0.083, 0.070, -0.009, -0.549, 0.000, 0.014, -0.068, 0.074, 0.093, 0.039, 0.137, 0.084, 0.087, 0.075, -0.015, -0.560, 0.028, 0.006, -0.074, 0.080, 0.080, 0.083, 0.137, 0.082, 0.083, 0.069]}

***

{"formula": "C14H14N5OPdS", "method": "ωB97M-V/def2-TZVPD", "homo_energy_ha": [-0.1856, -0.1998], "total_energy_ha": -1416.98706, "s_squared": 2.01, "total_charge": -1, "spin_multiplicity": 3, "gap_ev": [7.8, 7.1], "e_above_lowest_ev": 0.618, "species": ["Pd", "C", "N", "C", "C", "C", "C", "C", "C", "C", "C", "H", "H", "H", "H", "H", "H", "H", "H", "H", "H", "H", "H", "S", "C", "N", "N", "C", "O", "C", "C", "N", "C", "N", "H", "H"], "positions_angstrom": [[-0.001, 0.671, -1.548], [1.450, 1.655, 0.962], [0.090, 1.157, 0.584], [-0.947, 2.180, 0.926], [-0.204, -0.149, 1.209], [-1.449, -0.731, 0.577], [-2.344, -1.393, 1.388], [-3.446, -1.981, 0.788], [-3.630, -1.940, -0.596], [-2.624, -1.337, -1.349], [-1.469, -0.709, -0.811], [1.526, 2.001, 2.016], [1.664, 2.593, 0.355], [2.104, 0.808, 0.786], [-1.152, 2.148, 1.960], [-1.902, 1.960, 0.513], [-0.618, 3.121, 0.600], [-0.276, -0.037, 2.252], [0.640, -0.843, 0.911], [-2.215, -1.494, 2.509], [-4.119, -2.446, 1.516], [-4.510, -2.376, -1.132], [-2.802, -1.433, -2.410], [-4.334, 2.612, -2.286], [-2.725, 2.142, -2.210], [-1.611, 1.839, -2.206], [2.310, -1.894, -1.000], [2.824, -0.612, -1.036], [2.163, 0.282, -1.627], [4.102, -0.387, -0.430], [4.719, 0.863, -0.561], [5.378, 1.833, -0.632], [4.602, -1.352, 0.429], [4.940, -2.286, 1.055], [1.271, -2.002, -1.232], [2.593, -2.461, -0.269]], "forces_ev_per_angstrom": [[-0.2, -0.2, -0.4], [-0.8, 1.1, -0.3], [0.1, 1.1, 0.6], [0.5, -1.8, -0.3], [0.7, -0.4, -2.3], [1.8, 0.2, 0.8], [-0.6, -0.3, 0.6], [-0.7, -0.4, 0.9], [0.1, -0.1, 0.3], [0.3, 0.1, -0.6], [-1.6, -0.8, -0.1], [-0.3, -0.5, -0.3], [0.1, -1.5, 0.4], [0.5, 0.5, 0.0], [0.3, 0.3, 1.7], [-0.6, -0.3, -1.0], [0.4, 1.3, -0.4], [0.0, 0.0, 1.6], [-0.6, 0.8, 0.7], [-0.1, 0.4, -1.5], [-0.2, -0.1, -0.7], [0.9, 0.4, 0.8], [0.3, 0.4, -0.3], [1.4, -0.4, 0.2], [-3.0, 0.9, -0.3], [1.6, -0.3, 0.1], [-2.7, 1.2, -1.6], [-0.3, -0.5, -0.2], [0.2, 0.0, 0.0], [-1.5, 0.5, -0.5], [1.9, 2.1, 0.0], [-1.4, -1.6, 0.1], [1.1, -2.5, 1.1], [-0.5, 1.6, -0.8], [2.1, 0.5, 0.4], [0.9, -1.4, 1.5]], "lowdin_charge": [0.936, -0.063, -0.327, -0.055, -0.169, -0.302, -0.077, -0.121, -0.103, -0.126, -0.151, 0.096, 0.116, 0.052, 0.076, 0.065, 0.074, 0.102, 0.129, 0.126, 0.093, 0.110, 0.084, 0.366, -0.967, -0.073, 0.155, -0.535, -0.139, -0.251, -0.245, 0.110, -0.263, 0.106, 0.125, 0.045]}